{
  "formula": "C22H31FN6O2",
  "method": "the ωB97M-V functional and the def2-TZVPD basis",
  "smiles": "CC(C)CCNC(=O)[C@@H](C)N(C(=O)Cn1nnc(-c2ccc(F)cc2)n1)C1CCCC1",
  "energy_ha": -1435.832114,
  "total_charge": 0,
  "multiplicity": 1,
  "orbital_gap_ev": 9.57,
  "relative_energy_kcal_mol": 2.3,
  "species": ["C", "H", "H", "H", "C", "C", "H", "H", "H", "C", "C", "N", "C", "O", "C", "N", "C", "O", "C", "N", "N", "N", "C", "N", "C", "C", "C", "C", "C", "C", "H", "H", "F", "H", "H", "H", "H", "C", "H", "C", "C", "C", "H", "H", "C", "H", "H", "H", "H", "H", "H", "C", "H", "H", "H", "H", "H", "H", "H", "H", "H", "H"],
  "positions_angstrom": [[7.589, 1.872, 0.141], [7.163, 2.863, 0.005], [8.587, 1.866, -0.291], [7.677, 1.680, 1.208], [6.713, 0.808, -0.518], [7.350, -0.569, -0.350], [7.381, -0.845, 0.702], [6.791, -1.329, -0.889], [8.368, -0.562, -0.732], [5.304, 0.856, 0.080], [4.304, -0.036, -0.656], [2.969, 0.160, -0.141], [2.248, -0.819, 0.407], [2.608, -1.980, 0.491], [0.876, -0.390, 0.972], [-0.065, 0.090, -0.049], [0.029, 1.344, -0.516], [1.000, 2.066, -0.347], [-1.168, 1.931, -1.287], [-2.387, 1.795, -0.552], [-2.529, 2.162, 0.696], [-3.731, 1.882, 1.042], [-4.330, 1.328, -0.034], [-3.480, 1.266, -1.057], [-5.698, 0.859, -0.057], [-6.221, 0.276, -1.210], [-7.526, -0.174, -1.227], [-8.294, -0.033, -0.084], [-7.796, 0.542, 1.073], [-6.490, 0.989, 1.083], [-6.065, 1.442, 1.964], [-8.429, 0.633, 1.941], [-9.569, -0.470, -0.098], [-7.954, -0.627, -2.107], [-5.595, 0.183, -2.084], [-0.940, 2.994, -1.420], [-1.302, 1.471, -2.267], [-1.080, -0.866, -0.476], [-1.662, -0.410, -1.275], [-0.474, -2.174, -1.026], [-1.450, -3.260, -0.578], [-1.853, -2.806, 0.821], [-2.760, -3.292, 1.176], [-1.049, -3.029, 1.525], [-2.036, -1.295, 0.665], [-1.835, -0.750, 1.586], [-3.066, -1.083, 0.375], [-0.994, -4.248, -0.584], [-2.325, -3.276, -1.230], [0.506, -2.365, -0.594], [-0.361, -2.135, -2.109], [1.039, 0.598, 2.127], [0.064, 0.858, 2.534], [1.532, 1.512, 1.812], [1.634, 0.129, 2.907], [0.436, -1.305, 1.376], [2.562, 1.090, -0.196], [4.542, -1.092, -0.519], [4.317, 0.197, -1.727], [5.343, 0.558, 1.129], [4.937, 1.886, 0.038], [6.642, 1.033, -1.589]],
  "forces_ev_per_a": [[-0.1386, -0.1209, -0.2561], [-0.0132, 0.1364, 0.0272], [0.1397, 0.0356, -0.0001], [0.0297, -0.0075, 0.1592], [-0.0043, 0.0569, 0.2993], [-0.1263, 0.2060, -0.2060], [0.0119, -0.0638, 0.1564], [-0.0176, -0.1692, -0.0255], [0.1137, -0.0608, -0.0272], [0.0715, -0.1400, -0.4354], [0.2067, -0.0674, 0.1368], [0.2618, 0.4237, -0.2034], [-0.5739, 0.0269, 0.0961], [0.1488, -0.4036, 0.1316], [0.2624, 0.1220, 0.2400], [0.1520, -0.0214, -0.0005], [-0.2864, 0.0633, -0.2791], [0.0726, 0.3841, -0.0580], [0.8515, 0.3099, -0.1538], [-0.9024, -0.1777, 0.1606], [1.0820, 0.3971, 0.1982], [-0.6806, -0.0911, 0.3553], [0.9468, 0.2131, -0.4088], [-0.6133, -0.2015, -0.1617], [-0.4694, -0.1816, -0.0422], [0.0410, 0.1018, 0.2471], [-0.2211, -0.0434, 0.0949], [0.1267, 0.0438, 0.0141], [-0.2174, -0.1172, -0.1224], [0.1322, -0.0390, -0.2432], [-0.0014, 0.0354, 0.1019], [-0.0788, -0.0033, 0.0698], [0.1199, 0.0423, 0.0034], [-0.0636, -0.0453, -0.0680], [0.0271, -0.0246, -0.1017], [-0.0156, -0.2509, 0.0009], [-0.0629, 0.0357, 0.1861], [-0.2508, -0.2005, -0.1699], [0.0801, -0.0096, 0.1017], [-0.1252, -0.0145, -0.1058], [0.1163, 0.0046, 0.0533], [-0.1485, -0.0170, -0.0674], [0.0124, -0.0531, 0.0893], [0.0339, -0.0342, 0.0521], [-0.0109, -0.0516, 0.0688], [-0.0398, 0.0925, 0.0089], [0.0082, 0.0576, 0.0158], [-0.0335, -0.0735, -0.0710], [-0.0612, -0.0532, -0.0393], [0.0495, -0.0099, 0.0277], [0.0864, 0.0318, -0.0424], [-0.0307, -0.0397, -0.0464], [-0.0779, 0.0049, 0.0524], [0.0077, -0.0055, 0.0634], [0.0408, -0.0582, 0.0832], [0.1330, 0.0970, -0.1285], [-0.1051, -0.1955, 0.0687], [-0.0018, 0.1082, -0.1211], [0.0556, -0.0801, 0.0398], [-0.0219, 0.0283, 0.1003], [-0.0120, 0.0611, 0.0749], [-0.0155, 0.0063, 0.0054]]
}

=====

{
  "formula": "C4H11N3",
  "method": "the ωB97M-V functional and the def2-TZVPD basis",
  "smiles": "[H]/N=C(/C)N=C.CN",
  "energy_ha": -323.169142,
  "total_charge": 0,
  "multiplicity": 1,
  "orbital_gap_ev": 8.87,
  "relative_energy_kcal_mol": 86.2,
  "species": ["C", "C", "C", "N", "N", "H", "H", "H", "H", "H", "H", "C", "N", "H", "H", "H", "H", "H"],
  "positions_angstrom": [[-1.350, 0.718, -0.119], [-0.143, 0.224, -0.862], [1.058, 2.216, -1.207], [1.016, 1.009, -0.861], [-0.304, -0.754, -1.739], [0.483, -0.807, -2.384], [-1.726, -0.100, 0.499], [-2.126, 0.984, -0.836], [-1.109, 1.550, 0.540], [0.188, 2.806, -1.507], [2.012, 2.733, -1.149], [0.706, -1.233, 1.098], [-0.509, -1.693, 1.722], [-0.514, -1.557, 2.724], [-0.706, -2.661, 1.508], [1.563, -1.916, 1.164], [1.020, -0.288, 1.534], [0.440, -1.233, -0.126]],
  "forces_ev_per_a": [[0.1884, -0.5746, 0.7839], [-1.3845, -0.0703, -4.4297], [-0.1894, 0.1143, 0.2508], [0.4464, -0.4237, 0.2575], [-0.3284, 2.3751, 0.9277], [0.3064, -0.0949, 0.3602], [-0.0531, 0.0683, -0.0222], [0.1940, 0.0635, -0.0186], [-0.0284, 0.0674, -0.0684], [-0.0723, -0.0860, -0.1410], [0.0190, 0.0177, -0.1052], [-0.0590, -1.1657, -2.8881], [-0.5237, -0.1139, 0.5503], [0.0493, -0.2366, 0.0205], [0.0092, 0.0449, 0.1056], [0.0587, -0.0604, 0.3542], [-0.1278, 0.2295, -0.4170], [1.4952, -0.1548, 4.4795]]
}

=====

{
  "formula": "C53H35F15GeN3O3PtSTe",
  "method": "the ωB97M-V functional and the def2-TZVPD basis",
  "energy_ha": -6790.946014,
  "total_charge": 0,
  "multiplicity": 4,
  "orbital_gap_ev": [5.47, 5.92],
  "relative_energy_kcal_mol": 0.0,
  "species": ["Pt", "O", "C", "C", "C", "C", "N", "C", "C", "C", "C", "C", "C", "O", "C", "C", "N", "H", "H", "H", "H", "H", "H", "H", "H", "H", "H", "H", "H", "C", "C", "C", "C", "C", "C", "Te", "N", "C", "O", "C", "C", "C", "C", "C", "C", "C", "C", "C", "C", "C", "C", "C", "C", "C", "C", "H", "H", "H", "H", "H", "H", "H", "H", "H", "H", "H", "H", "H", "H", "H", "H", "H", "H", "H", "H", "H", "H", "H", "F", "C", "C", "C", "F", "C", "F", "C", "F", "C", "F", "Ge", "S", "C", "C", "F", "C", "F", "C", "F", "C", "F", "C", "F", "C", "C", "F", "C", "F", "C", "F", "C", "F", "C", "F"],
  "positions_angstrom": [[-0.408, -0.712, -1.403], [-3.415, -0.097, -7.603], [-2.935, 1.031, -6.900], [-2.355, 0.619, -5.581], [-1.790, 1.611, -4.745], [-1.288, 1.237, -3.529], [-1.284, -0.030, -3.089], [-1.793, -1.019, -3.904], [-2.351, -0.679, -5.157], [-1.698, -2.330, -3.388], [-1.971, -3.503, -4.120], [-1.844, -4.736, -3.544], [-2.057, -5.987, -4.360], [-1.501, -5.895, -5.662], [-1.453, -4.803, -2.183], [-1.171, -3.645, -1.515], [-1.268, -2.428, -2.073], [-3.792, 0.193, -8.436], [-3.742, 1.752, -6.715], [-2.156, 1.551, -7.473], [-1.763, 2.647, -5.053], [-0.846, 1.959, -2.865], [-2.783, -1.444, -5.785], [-2.247, -3.422, -5.163], [-3.123, -6.161, -4.514], [-1.648, -6.850, -3.822], [-0.551, -5.766, -5.578], [-1.357, -5.756, -1.680], [-0.853, -3.669, -0.479], [2.377, 0.562, 8.443], [2.078, 0.162, 7.026], [2.404, -1.094, 6.539], [2.137, -1.464, 5.226], [2.603, -2.810, 4.751], [1.475, -0.560, 4.385], [1.037, -1.040, 2.261], [0.602, -1.663, -0.004], [1.710, -2.369, -0.097], [2.454, -2.574, 0.917], [2.090, -3.051, -1.380], [2.376, -4.411, -1.351], [2.678, -5.082, -2.525], [2.715, -4.393, -3.728], [2.472, -3.027, -3.755], [2.159, -2.353, -2.585], [-0.074, -2.855, 2.520], [0.558, -4.090, 2.600], [-0.184, -5.254, 2.734], [-1.567, -5.192, 2.771], [-2.198, -3.972, 2.594], [-1.472, -2.792, 2.445], [-2.200, -1.506, 2.176], [1.180, 0.729, 4.843], [0.523, 1.786, 3.993], [1.486, 1.066, 6.156], [2.817, -0.261, 9.005], [1.466, 0.881, 8.952], [3.070, 1.404, 8.460], [2.897, -1.808, 7.190], [3.471, -3.143, 5.321], [2.882, -2.757, 3.699], [1.818, -3.554, 4.877], [2.359, -4.938, -0.406], [2.902, -6.141, -2.499], [2.964, -4.915, -4.644], [2.535, -2.481, -4.688], [2.024, -1.281, -2.599], [1.632, -4.155, 2.530], [0.323, -6.208, 2.809], [-2.151, -6.090, 2.921], [-3.279, -3.920, 2.564], [-3.221, -1.701, 1.849], [-1.697, -0.952, 1.382], [-2.241, -0.885, 3.073], [0.570, 1.536, 2.937], [1.005, 2.750, 4.154], [-0.526, 1.888, 4.280], [1.249, 2.067, 6.501], [-1.795, 3.851, -2.414], [-0.672, 4.544, -2.669], [0.385, 4.452, -1.779], [1.504, 5.212, -2.067], [2.571, 5.154, -1.259], [1.570, 6.045, -3.171], [2.653, 6.782, -3.408], [0.496, 6.103, -4.043], [0.550, 6.877, -5.119], [-0.637, 5.346, -3.791], [-1.673, 5.401, -4.630], [0.234, 3.219, -0.205], [0.815, 1.236, -0.865], [1.638, 3.844, 1.101], [2.797, 3.159, 1.447], [3.026, 1.917, 1.026], [3.761, 3.711, 2.277], [4.874, 3.036, 2.556], [3.571, 4.971, 2.816], [4.496, 5.511, 3.597], [2.409, 5.664, 2.527], [2.201, 6.868, 3.060], [1.483, 5.098, 1.673], [0.377, 5.803, 1.397], [-1.537, 3.728, 0.592], [-2.172, 4.948, 0.402], [-1.594, 5.925, -0.298], [-3.418, 5.215, 0.941], [-3.991, 6.404, 0.761], [-4.076, 4.245, 1.678], [-5.274, 4.489, 2.189], [-3.472, 3.017, 1.883], [-4.083, 2.078, 2.606], [-2.223, 2.789, 1.339], [-1.640, 1.601, 1.546]],
  "forces_ev_per_a": [[-0.2838, 0.4532, 0.2351], [0.0097, -0.0768, 0.0292], [0.0081, 0.0921, -0.0048], [0.0121, -0.1783, 0.0115], [-0.0359, -0.0767, 0.0818], [0.0531, 0.2577, -0.1511], [-0.0663, -0.0849, -0.1871], [0.0429, -0.1510, 0.1805], [-0.0244, 0.1292, -0.1338], [-0.0893, 0.1333, 0.0019], [-0.0794, -0.1860, 0.0377], [0.1029, 0.1952, -0.1304], [0.0236, 0.0226, 0.0311], [-0.0543, -0.0680, -0.0750], [-0.1098, -0.0195, -0.0039], [-0.0141, -0.1868, 0.2805], [0.2472, 0.1303, -0.2354], [-0.0114, 0.0221, -0.0239], [0.0194, -0.0108, -0.0075], [-0.0229, -0.0083, 0.0069], [0.0062, 0.0229, 0.0676], [0.0363, -0.1526, -0.0244], [0.0040, -0.0124, 0.0205], [0.0227, -0.0234, -0.0121], [0.0180, -0.0408, 0.0294], [-0.0527, 0.0144, 0.0190], [0.0028, 0.0553, 0.0331], [0.0253, 0.0201, 0.0492], [0.0469, 0.0518, -0.0286], [-0.0003, 0.0300, -0.0529], [-0.0397, 0.0536, 0.0170], [-0.0225, 0.0408, -0.0141], [0.0021, -0.0464, -0.1630], [-0.0535, 0.0701, 0.0411], [0.0421, -0.0828, -0.1116], [0.0442, -0.2447, 1.0166], [0.3874, -0.4617, -1.0602], [0.1601, 0.0446, 0.2005], [-0.1176, 0.1151, -0.0706], [-0.2257, 0.2068, -0.0822], [-0.0489, -0.0519, 0.1054], [0.0526, -0.0089, 0.0161], [0.0275, -0.0141, -0.0713], [0.0054, 0.0093, 0.0100], [0.1221, -0.0620, 0.0957], [-0.1605, 0.0560, -0.0376], [0.1666, 0.0762, 0.0409], [-0.0326, -0.0735, 0.0046], [0.0065, 0.0317, -0.0119], [0.0090, -0.0132, 0.0180], [0.0748, 0.1367, 0.0922], [0.0657, -0.0545, 0.0885], [-0.1183, 0.0864, -0.1525], [-0.0070, -0.1536, 0.1580], [-0.0048, -0.0871, -0.0161], [0.0052, 0.0078, 0.0174], [0.0061, -0.0207, 0.0327], [0.0233, -0.0148, 0.0463], [0.0301, 0.0019, -0.0039], [0.0146, 0.0409, -0.0114], [0.0546, -0.1657, -0.0281], [-0.0129, -0.0612, -0.0787], [-0.0353, 0.0139, 0.0111], [-0.0319, -0.0064, 0.0089], [-0.0195, -0.0040, 0.0094], [-0.0026, -0.0002, 0.0101], [-0.1488, 0.0479, -0.0003], [0.0282, 0.0187, 0.0685], [0.0226, 0.0134, 0.0136], [-0.0132, -0.0057, -0.0741], [-0.0029, -0.0092, -0.0127], [-0.0078, 0.0110, 0.0327], [-0.0817, 0.1219, -0.0253], [0.0024, 0.1164, -0.0287], [-0.0738, 0.1954, -0.1151], [0.0146, 0.0263, -0.0752], [-0.0380, 0.0143, -0.1259], [0.0081, 0.0035, 0.0130], [-0.1395, 0.2241, -0.0770], [0.1716, 0.0692, 0.2202], [0.0012, -0.1718, 0.1671], [-0.1551, -0.1892, 0.0945], [0.1042, 0.1387, -0.1188], [0.0258, -0.0010, -0.0139], [0.0350, -0.0113, -0.0208], [-0.0099, -0.0821, 0.1214], [0.0067, 0.0659, -0.0637], [-0.0012, -0.0466, -0.0109], [-0.0425, 0.0152, -0.0293], [0.0305, 0.6031, 0.0832], [0.1283, -0.1930, 0.0694], [-0.2798, -0.1992, -0.1432], [-0.2090, 0.1387, 0.1239], [0.1349, -0.0554, -0.0807], [-0.0067, 0.0020, -0.0524], [0.0194, -0.0340, 0.0560], [-0.0715, -0.0518, -0.1306], [0.0352, 0.0168, 0.0998], [-0.0463, 0.0819, -0.0056], [0.0172, 0.0340, -0.0089], [-0.0417, -0.2607, -0.0176], [0.1160, 0.1924, 0.0317], [0.2310, -0.2710, -0.2243], [0.0175, -0.2212, 0.1553], [-0.0747, 0.0866, -0.0987], [-0.0102, 0.0139, -0.0020], [-0.0439, 0.0444, -0.0299], [0.1874, -0.0972, -0.0715], [-0.1073, 0.0533, 0.0600], [0.0155, -0.0253, 0.0598], [-0.0534, -0.0305, 0.0150], [0.2387, 0.1139, -0.1821], [-0.1354, -0.2249, 0.1822]]
}